1.
Density functional theory data (wB97M-V/def2-TZVPD) for a structure of composition CuH10O5.

The geometry in XYZ format:
```
16
Properties=species:S:1:pos:R:3
Cu 0.6257 -0.5663 -0.8029
O 0.1327 -3.9526 -1.1018
H -0.2800 -4.5460 -1.7293
H 0.2620 -4.4853 -0.3171
O -1.6729 1.3023 -3.1464
H -2.4245 1.2436 -3.7362
H -1.5391 2.2417 -3.0209
O 2.3115 3.0827 -0.6996
H 1.7345 3.8464 -0.7069
H 2.8229 3.1760 0.1042
O 2.2074 -0.2791 2.4453
H 1.8309 -0.8655 3.1016
H 3.0719 -0.0560 2.7905
O -2.7004 -0.1521 2.0875
H -2.8853 -0.2070 3.0251
H -3.4972 0.2173 1.7070
```

orbital gap	8.35	eV
molar mass	153.6	u
HOMO energy	-14.38	eV
energy relative to the best compared isomer or geometry (same formula, charge and spin)	295.22	kJ/mol
net charge	+1
DFT total energy	-2022.35370	a.u.

---

2.
Density functional theory data (wB97M-V/def2-TZVPD) for the ion C6H11N with charge +1 in a non-equilibrium geometry.

The geometry in XYZ format:
```
18
Properties=species:S:1:pos:R:3
C 0.9585 1.8671 0.4601
N -1.1894 -0.3564 1.3663
C -0.2803 -0.3481 0.3907
C 0.0741 0.8850 -0.2083
C -0.0936 1.0499 -1.6870
C -0.0149 -2.8079 0.4310
C 0.1265 -1.6383 -0.1849
H 1.0791 2.7594 -0.1626
H 0.5607 2.3509 1.3538
H 1.9831 1.5486 0.6619
H -1.1511 -0.8102 2.2602
H -1.7783 0.4541 1.4940
H 0.8404 1.2690 -2.1702
H -0.8366 1.8407 -1.8025
H -0.4008 0.1362 -2.1953
H 0.1827 -3.6873 -0.1679
H -0.4893 -2.9666 1.3807
H 0.4291 -1.5462 -1.2200
```

orbital gap (spin up / spin down)	8.00 / 8.75	eV
molar mass	97.2	u
HOMO energy (spin up / spin down)	-13.10 / -14.84	eV
<S²>	0.76
energy relative to the best compared isomer or geometry (same formula, charge and spin)	107.35	kJ/mol
net charge	+1
DFT total energy	-289.62771	a.u.
2S+1	2